(1)
Computed, not measured: C22H44IrNSSi5 as an isolated structure, with ωB97M-V/def2-TZVPD.

Last column: Löwdin charge in e.
Geometry (Å):
Ir  0.574  0.399  -0.195  0.897
S  -2.884  -1.875  -1.800  1.024
C  -1.625  -2.991  -1.481  -0.401
C  -0.513  -2.400  -0.959  -0.192
C  -0.664  -0.991  -0.780  -0.372
C  -1.913  -0.587  -1.213  -0.545
C  -2.217  0.823  -1.169  -0.303
C  -3.325  1.464  -1.716  -0.023
C  -3.404  2.842  -1.632  -0.057
C  -2.381  3.551  -1.014  -0.055
C  -1.308  2.848  -0.501  -0.132
N  -1.224  1.521  -0.566  -0.077
H  -1.772  -4.037  -1.700  0.069
H  0.385  -2.946  -0.711  0.076
H  -4.094  0.883  -2.205  0.113
H  -4.254  3.364  -2.052  0.113
H  -2.410  4.628  -0.930  0.108
H  -0.477  3.350  -0.022  0.104
C  4.876  -1.552  -1.613  -0.196
Si  3.800  -1.391  -0.077  0.417
C  4.954  -0.887  1.321  -0.188
C  3.011  -3.072  0.182  -0.183
C  2.549  -0.028  -0.353  -0.434
H  5.643  -2.318  -1.476  0.029
H  5.381  -0.610  -1.841  0.029
H  4.282  -1.830  -2.486  0.028
H  5.581  -1.713  1.664  0.035
H  4.425  -0.488  2.186  0.000
H  5.617  -0.101  0.949  0.033
H  3.751  -3.815  0.487  0.040
H  2.578  -3.410  -0.763  0.027
H  2.218  -3.049  0.930  -0.013
H  2.587  0.152  -1.455  0.000
H  2.963  0.896  0.099  -0.020
C  -0.262  3.545  3.156  -0.213
Si  0.885  2.045  3.142  0.350
C  1.281  1.664  4.943  -0.211
C  2.485  2.591  2.311  -0.230
Si  -0.088  0.179  2.048  0.358
Si  -2.382  0.320  2.653  0.374
C  -3.434  1.682  1.885  -0.198
C  -2.538  0.713  4.497  -0.204
C  -3.209  -1.339  2.315  -0.200
Si  0.558  -1.746  3.260  0.375
C  -0.014  -3.368  2.466  -0.208
C  2.404  -1.870  3.609  -0.208
C  -0.221  -1.760  4.983  -0.219
H  0.277  4.414  3.544  0.034
H  -1.123  3.375  3.805  0.013
H  -0.647  3.805  2.170  0.002
H  1.733  2.544  5.411  0.034
H  1.980  0.832  5.045  0.012
H  0.380  1.413  5.507  0.015
H  2.933  3.413  2.877  0.032
H  2.321  2.944  1.290  0.015
H  3.211  1.775  2.265  0.011
H  -3.005  2.665  2.089  0.023
H  -4.415  1.647  2.370  0.037
H  -3.597  1.594  0.814  0.000
H  -2.007  1.628  4.762  0.008
H  -2.192  -0.075  5.162  0.002
H  -3.599  0.884  4.702  0.035
H  -3.100  -1.629  1.268  0.008
H  -4.276  -1.299  2.551  0.034
H  -2.761  -2.130  2.920  0.012
H  -0.368  -3.258  1.443  -0.006
H  -0.837  -3.788  3.049  0.026
H  0.796  -4.102  2.469  0.030
H  2.996  -2.093  2.725  -0.015
H  2.555  -2.686  4.322  0.040
H  2.802  -0.960  4.062  0.016
H  -1.292  -1.961  4.943  0.014
H  -0.059  -0.846  5.554  0.012
H  0.243  -2.584  5.534  0.036

Values from the calculation:
molecular weight	687.32	g mol⁻¹
max |F|	0.76	eV Å⁻¹
gap between HOMO and LUMO	7.258	eV
E_HOMO	-0.2787	Ha
energy	-78083.8409	eV
relative energy (zero: lowest compared OMol25 entry of this formula, charge and spin)	9.60	kcal per mole

(2)
Computed, not measured: C12H12N5O3V as an isolated structure in a non-equilibrium geometry, with ωB97M-V/def2-TZVPD.

Last column: Löwdin charge in e.
Geometry (Å):
V  0.742  0.770  0.223  1.102
C  -1.370  1.091  2.120  -0.015
N  -0.324  0.070  1.785  -0.353
C  0.562  -0.131  2.967  -0.011
C  -0.965  -1.205  1.338  -0.087
C  -1.411  -0.986  -0.076  -0.208
C  -2.522  -1.568  -0.658  0.018
C  -2.854  -1.240  -1.969  0.002
C  -2.101  -0.321  -2.697  -0.023
C  -0.997  0.291  -2.127  -0.041
C  -0.674  -0.054  -0.817  -0.150
H  -1.934  0.757  2.992  0.121
H  -2.050  1.220  1.283  0.111
H  -0.894  2.039  2.364  0.104
H  -0.041  -0.425  3.827  0.125
H  1.074  0.800  3.216  0.113
H  1.294  -0.908  2.759  0.105
H  -1.780  -1.468  2.016  0.158
H  -0.226  -2.009  1.364  0.151
H  -3.135  -2.261  -0.096  0.139
H  -3.719  -1.699  -2.428  0.132
H  -2.373  -0.085  -3.717  0.129
H  -0.398  0.988  -2.698  0.115
O  0.286  4.542  -1.397  0.372
N  0.894  4.169  -0.592  0.325
O  0.434  2.325  -0.228  -0.369
O  1.891  -0.614  0.136  -0.270
N  2.931  -1.352  -0.242  0.133
C  3.605  -0.866  -1.229  -0.223
C  3.150  0.400  -1.737  -0.057
N  2.477  1.333  -1.765  0.209
C  4.748  -1.554  -1.735  -0.113
N  5.680  -2.048  -2.185  0.256

Values from the calculation:
molecular weight	325.20	g mol⁻¹
net charge	+2
max |F|	2.10	eV Å⁻¹
gap between HOMO and LUMO	6.626	eV
E_HOMO	-0.5994	Ha
energy	-51895.5302	eV
relative energy (zero: lowest compared OMol25 entry of this formula, charge and spin)	0.00	kcal per mole

(3)
Computed, not measured: C28H54BN2NaO12 as an isolated structure in a non-equilibrium geometry, with ωB97M-V/def2-TZVPD.

Last column: Löwdin charge in e.
Geometry (Å):
Na  0.972  -0.329  -0.167  0.349
O  -4.879  -0.636  -6.520  0.164
C  -4.253  -1.317  -5.771  -0.383
O  -3.793  -0.966  -4.573  0.226
B  -3.017  -2.067  -4.003  -0.874
O  -3.124  -3.173  -4.943  0.235
C  -3.818  -2.788  -6.016  -0.377
O  -4.066  -3.450  -6.972  0.168
O  -3.490  -2.457  -2.652  0.246
C  -2.527  -2.302  -1.771  -0.395
O  -2.579  -2.548  -0.596  0.133
C  -1.302  -1.732  -2.519  -0.379
O  -1.603  -1.634  -3.782  0.253
O  -0.269  -1.404  -1.995  0.118
C  2.371  3.546  -0.263  -0.033
C  0.900  3.507  0.122  -0.459
C  0.038  4.374  -0.749  -0.048
O  0.482  2.126  0.015  -0.093
H  2.504  3.009  -1.206  0.070
H  2.991  3.052  0.485  0.071
H  2.699  4.578  -0.385  0.085
H  0.801  3.777  1.181  0.131
H  0.244  5.448  -0.684  0.089
H  -1.016  4.300  -0.463  0.059
H  0.150  4.118  -1.805  0.093
H  -0.487  2.079  0.174  0.048
C  2.064  0.957  -3.505  -0.039
C  2.729  -0.315  -3.015  -0.451
C  4.053  -0.598  -3.688  -0.045
O  2.898  -0.241  -1.573  -0.090
H  2.779  1.784  -3.441  0.079
H  1.182  1.189  -2.910  0.073
H  1.762  0.864  -4.549  0.093
H  2.064  -1.169  -3.137  0.129
H  3.936  -1.256  -4.550  0.087
H  4.695  -1.166  -3.006  0.083
H  4.590  0.300  -3.995  0.082
H  3.712  0.226  -1.359  0.093
C  1.104  -3.599  0.455  -0.016
C  2.092  -3.254  1.568  -0.511
C  3.490  -3.606  1.069  -0.121
C  4.622  -2.955  1.878  -0.161
C  4.402  -1.464  2.092  -0.131
C  3.015  -1.063  2.603  -0.498
N  2.019  -1.807  1.794  -0.087
O  0.702  -1.409  2.148  -0.036
C  2.906  -1.300  4.109  -0.011
C  2.823  0.411  2.246  -0.017
C  1.758  -4.090  2.818  -0.011
H  0.064  -3.313  0.621  0.086
H  1.087  -4.688  0.338  0.098
H  1.412  -3.185  -0.507  0.083
H  3.599  -4.687  1.196  0.124
H  3.622  -3.393  0.009  0.120
H  5.532  -3.067  1.282  0.114
H  4.799  -3.480  2.819  0.109
H  4.588  -0.922  1.161  0.116
H  5.148  -1.111  2.811  0.128
H  1.868  -1.418  4.440  0.082
H  3.442  -2.192  4.429  0.076
H  3.284  -0.449  4.678  0.092
H  3.634  1.038  2.618  0.101
H  2.797  0.457  1.156  0.064
H  1.883  0.810  2.628  0.080
H  2.457  -3.926  3.635  0.070
H  1.779  -5.146  2.551  0.091
H  0.745  -3.873  3.166  0.087
H  0.506  -1.777  3.023  0.092
C  -1.032  1.498  2.807  -0.017
C  -2.408  1.549  2.112  -0.500
C  -3.005  2.926  2.378  -0.137
C  -4.219  3.248  1.530  -0.166
C  -3.855  3.126  0.048  -0.127
C  -3.267  1.750  -0.289  -0.484
N  -2.210  1.390  0.669  -0.098
O  -1.696  0.115  0.329  -0.012
C  -4.424  0.721  -0.373  0.009
C  -2.633  1.858  -1.685  0.006
C  -3.267  0.457  2.756  -0.018
H  -0.425  0.678  2.428  0.055
H  -1.176  1.398  3.881  0.091
H  -0.492  2.429  2.625  0.074
H  -3.247  2.938  3.447  0.129
H  -2.253  3.710  2.246  0.121
H  -4.561  4.253  1.786  0.115
H  -5.055  2.573  1.739  0.110
H  -3.117  3.894  -0.203  0.107
H  -4.767  3.290  -0.522  0.121
H  -4.799  0.442  0.612  0.069
H  -5.247  1.161  -0.931  0.097
H  -4.121  -0.197  -0.875  0.075
H  -3.327  2.327  -2.382  0.103
H  -1.706  2.427  -1.633  0.065
H  -2.406  0.874  -2.098  0.079
H  -2.932  -0.537  2.446  0.091
H  -4.335  0.523  2.539  0.073
H  -3.199  0.482  3.845  0.088
H  -2.390  -0.535  0.522  0.076

Values from the calculation:
molecular weight	644.54	g mol⁻¹
max |F|	1.19	eV Å⁻¹
gap between HOMO and LUMO	8.936	eV
E_HOMO	-0.3358	Ha
energy	-62561.7611	eV

(4)
Computed, not measured: an isolated ion of composition C4H6N5 and charge +1 in a non-equilibrium geometry, with ωB97M-V/def2-TZVPD.

Last column: Löwdin charge in e.
Geometry (Å):
C  -2.664  0.710  0.095  0.077
C  -1.435  1.055  0.533  -0.126
C  -0.351  1.156  -0.467  -0.058
N  0.828  1.098  -0.022  0.047
N  1.995  1.462  -0.013  0.008
N  2.966  0.765  0.119  0.016
N  2.674  -0.538  0.122  0.171
C  1.733  -1.283  0.061  -0.106
N  1.080  -2.357  0.029  0.229
H  -3.542  0.402  0.598  0.060
H  -2.813  0.610  -1.052  0.103
H  -1.303  1.164  1.554  0.086
H  -0.890  1.299  -1.438  0.148
H  1.009  -2.879  0.838  0.121
H  0.714  -2.665  -0.956  0.224

Values from the calculation:
molecular weight	124.13	g mol⁻¹
SMILES	C=C/C=N/N=N\N=C=[NH2+]
net charge	+1
max |F|	5.00	eV Å⁻¹
gap between HOMO and LUMO	8.766	eV
E_HOMO	-0.5066	Ha
energy	-11682.1073	eV
relative energy (zero: lowest compared OMol25 entry of this formula, charge and spin)	141.67	kcal per mole